1.
47
Properties=species:S:1:pos:R:3 method="wB97M-V/def2-TZVPD" max_force_ev_per_a=0.56 s2=0.757 total_charge=+1 energy_ev=-257695.8159 spin_multiplicity=2 de_lowest_kj_mol=0.00 homo_energy_ev="-8.732 / -8.769"
Ti -0.13868 0.36346 0.18076
F 6.26309 0.26123 -2.15138
C 5.84828 0.30418 -0.86909
C 4.52305 0.20445 -0.57181
C 4.12308 0.24041 0.77081
C 2.69670 0.17935 1.09125
O 1.86987 0.04800 0.15002
C 2.35204 0.27531 2.46140
C 3.34935 0.37503 3.39129
N 4.66278 0.39417 3.10863
C 5.62870 0.52360 4.18204
C 6.53360 -0.63677 4.48043
C 5.42691 -0.27969 5.42677
C 5.07966 0.36248 1.78509
C 6.43888 0.47415 1.44566
C 6.82624 0.45433 0.12513
N 8.20996 0.59064 -0.21753
C 8.80105 -0.57888 -0.86554
C 10.31005 -0.54502 -0.58710
N 10.69600 0.88567 -0.31686
C 10.02238 1.81304 -1.28391
C 8.51722 1.80492 -0.97488
C 0.93790 0.24769 2.99591
O 0.77153 0.22498 4.19365
O -0.00460 0.25916 2.10060
H 3.77755 0.10734 -1.34952
H 3.07236 0.43368 4.43510
H 6.02534 1.52650 4.28357
H 7.55401 -0.42186 4.76557
H 6.39682 -1.52892 3.88424
H 5.67347 0.19704 6.36362
H 4.57854 -0.94788 5.46778
H 7.19234 0.59204 2.20986
H 8.60549 -0.59685 -1.94343
H 8.37538 -1.48462 -0.43990
H 10.89994 -0.88698 -1.43496
H 10.58392 -1.11816 0.29611
H 11.70888 0.99527 -0.34250
H 10.36824 1.12101 0.62210
H 10.24748 1.43463 -2.27918
H 10.46059 2.80232 -1.17802
H 7.97070 1.87036 -1.92105
H 8.24503 2.66539 -0.36392
Se -1.31576 -1.12015 -1.44945
Se -2.78560 0.11447 -0.09010
Te -2.69250 2.45740 -1.06831
Se -0.19629 2.65218 -0.77577

---

2.
45
Properties=species:S:1:pos:R:3 method="wB97M-V/def2-TZVPD" max_force_ev_per_a=7.13 s2=6.035 total_charge=+1 energy_ev=-33934.0872 spin_multiplicity=5 de_lowest_kj_mol=449.52 homo_energy_ev="-8.517 / -11.702"
O -0.21218 -4.26959 2.40654
H -0.28885 -5.17936 2.10123
Rh 0.01907 0.20771 -0.21145
N -0.08043 0.70553 -2.11607
N -1.31135 -1.12603 -0.76697
O 0.62671 1.69963 -2.81999
O -2.02113 -2.05540 0.02045
C -0.92904 0.02415 -2.79621
C -1.69996 -1.01247 -1.98304
C -1.23935 0.19294 -4.28771
C -2.81711 -1.81581 -2.65925
H -0.40410 0.63318 -4.83235
H -2.10176 0.84421 -4.42757
H -1.44661 -0.76086 -4.77157
H -3.54336 -2.19314 -1.93980
H -2.40504 -2.67341 -3.19010
H -3.38331 -1.21100 -3.36707
H 1.18330 2.10140 -2.13673
H -1.45729 -2.13098 0.81466
O -1.83766 1.67878 0.06742
H -1.13807 1.64990 -0.65457
H -1.86842 0.74810 0.45200
C 0.68317 -3.60988 1.59428
H 1.10645 -2.71590 2.02977
H 0.37288 -3.56175 0.56018
H 1.55695 -4.25977 1.54009
O 2.12344 -0.57580 -0.89073
H 1.35761 -0.41535 -1.52536
H 2.11115 0.21198 -0.27065
N 0.64921 0.99737 3.77142
C 1.45787 -0.06637 3.71504
C 1.36543 -0.57899 2.44077
N 0.32795 -0.01891 1.78405
C 0.15658 1.08361 2.52198
C 0.55665 2.23382 1.73592
N 0.84554 2.00590 0.43962
C 1.44157 3.16616 0.03417
C 1.50416 4.02999 1.11584
N 0.95950 3.43145 2.18590
H 0.75667 1.74083 4.49706
H 2.21477 -0.29516 4.45424
H 2.16063 -1.16827 2.00831
H 1.80953 3.47746 -0.92276
H 1.93031 5.02463 1.12003
H 0.90792 3.80547 3.15898

---

3.
21
Properties=species:S:1:pos:R:3 method="wB97M-V/def2-TZVPD" max_force_ev_per_a=5.38 s2=0.756 total_charge=+2 energy_ev=-10948.4520 spin_multiplicity=2 de_lowest_kj_mol=251.55 homo_energy_ev="-19.113 / -18.090"
C 0.27877 1.35124 -0.89983
O -0.34995 0.38415 -1.62161
C 0.49374 0.98468 0.58141
C 0.87931 2.21289 1.31357
N -0.85769 0.40559 1.21822
H 1.31341 1.42492 -1.26173
H -0.31434 2.31210 -0.88427
H 0.20310 -0.38458 -1.52687
H 1.22958 0.01262 0.72528
H 1.66855 2.29674 2.10917
H 0.02868 2.65810 1.62948
H 1.37756 2.91915 0.74190
H -0.64593 0.16117 2.20570
H -1.47477 1.12104 1.23864
H -1.05501 -0.41391 0.61608
H 0.89065 -2.22985 1.25895
H -0.19744 -3.37597 1.38281
O -0.07793 -2.42893 1.30700
H -0.69674 -3.76846 -3.50338
H -1.81071 -2.74470 -3.47859
O -0.88283 -2.89799 -3.15193

---

4.
81
Properties=species:S:1:pos:R:3 method="wB97M-V/def2-TZVPD" max_force_ev_per_a=2.63 total_charge=+3 energy_ev=-79725.4159 homo_energy_ev="-15.850 / -15.912"
Pt 0.42772 1.11500 -0.16630
C 3.79332 -0.78520 2.64490
C 2.89312 0.11990 3.39640
N 2.86252 0.13400 4.67870
C 2.03332 0.82180 5.42960
C 1.04532 1.60130 4.84030
C 0.02132 2.30760 5.71210
O -1.28158 2.07160 5.23360
C 1.00182 1.68100 3.43450
C -0.00858 2.49730 2.80860
N -0.51178 2.40180 1.62540
C -1.63528 3.16690 1.31410
C -2.60908 3.44440 2.29350
C -3.67108 4.28560 2.03180
C -3.83668 4.83900 0.76810
C -2.93888 4.52290 -0.23770
C -1.86548 3.69760 0.03750
I -0.50768 3.35490 -1.56190
C 1.97332 0.98220 2.64800
O 2.10652 1.07530 1.40350
H 4.43272 -1.32330 3.33660
H 4.40812 -0.21810 1.94970
H 3.20602 -1.49840 2.06600
H 2.17162 0.73750 6.49650
H 0.20942 3.39010 5.66910
H 0.13982 1.99250 6.75000
H -1.76948 1.51260 5.84830
H -0.38218 3.28960 3.46020
H -2.50808 2.98560 3.26590
H -4.37018 4.52110 2.81970
H -4.66188 5.49740 0.55270
H -3.07138 4.92800 -1.22860
I -0.39138 -1.27370 1.88920
C -1.78568 -2.74110 1.21110
C -2.33168 -3.48450 2.23570
C -3.20608 -4.53460 1.96350
C -3.52388 -4.80930 0.65780
C -2.98808 -4.04780 -0.40180
C -3.34888 -4.39230 -1.71990
C -2.84198 -3.69130 -2.78420
C -1.96558 -2.63520 -2.55550
C -1.57098 -2.24840 -1.27680
P -0.23728 -0.97660 -1.36020
C 1.25132 -1.98800 -1.57460
C 2.46732 -1.50870 -1.09310
C 3.62792 -2.23090 -1.29070
C 3.57752 -3.44780 -1.95390
C 2.36262 -3.94210 -2.40300
C 1.19502 -3.22900 -2.20790
C -0.65798 -0.14090 -2.91940
C 0.20162 -0.07590 -4.01470
C -0.23138 0.54960 -5.17350
C -1.49648 1.11850 -5.23580
C -2.35878 1.03730 -4.14700
C -1.93708 0.42690 -2.98460
C -2.07568 -2.96160 -0.15280
H -2.06668 -3.26880 3.25900
H -3.60788 -5.12080 2.77380
H -4.18548 -5.62560 0.41200
H -4.02308 -5.22230 -1.87490
H -3.09758 -3.95040 -3.80000
H -1.57428 -2.11540 -3.41760
H 2.48562 -0.57290 -0.55210
H 4.57002 -1.85450 -0.92580
H 4.48302 -4.01210 -2.10700
H 2.31552 -4.88940 -2.91260
H 0.25602 -3.63750 -2.54730
H 1.18212 -0.53060 -3.96670
H 0.41312 0.57860 -6.03870
H -1.81318 1.63470 -6.12830
H -3.35668 1.44090 -4.20720
H -2.60148 0.34560 -2.13210
N 3.54142 1.92620 -0.78820
C 4.45542 2.31410 -1.68630
C 3.83392 2.31290 -2.92050
C 2.52352 1.91530 -2.66600
N 2.36812 1.67170 -1.36980
H 3.62622 1.82280 0.21410
H 5.46422 2.55210 -1.41450
H 4.26082 2.55720 -3.86910
H 1.71632 1.80570 -3.36280